This record from OMol25 describes 6 unconnected molecules or ions with the total composition C30H52BBr10N6O2 in a non-equilibrium geometry. The level of theory is ωB97M-V/def2-TZVPD.

Geometry as XYZ:
```
101
Properties=species:S:1:pos:R:3:forces:R:3:lowdin_charge:R:1
C -5.760 3.401 -3.173 0.513 -0.091 0.388 0.06
C -5.330 3.438 -1.894 -0.458 0.303 -0.998 -0.16
N -4.057 2.811 -1.476 -0.929 -0.205 0.282 -0.02
C -2.852 3.673 -1.550 0.052 1.554 -0.619 -0.14
C -3.345 5.188 -1.654 0.069 -0.916 0.218 -0.23
N -3.309 5.880 -2.718 0.259 -0.593 0.822 0.11
C -4.136 1.532 -1.106 -0.601 0.434 -0.400 -0.24
N -5.383 0.902 -1.143 3.408 -2.240 1.166 0.21
C -5.052 -0.394 -0.730 0.641 2.808 -0.809 -0.07
B -6.249 -1.472 -0.671 -1.304 -0.676 -0.356 -0.40
C -6.429 -2.661 0.374 -0.098 -0.013 -0.505 -0.01
O -7.260 -1.312 -1.621 2.050 0.137 0.719 0.14
N -3.720 -0.483 -0.475 -2.084 -2.204 0.440 -0.01
C -3.080 -1.718 -0.009 2.216 -0.035 1.200 -0.13
N -2.169 -2.324 -1.025 -1.434 0.300 -0.564 -0.08
C -2.794 -2.196 -2.367 0.116 -0.573 -0.904 -0.14
N -3.085 0.718 -0.709 -1.638 -0.444 -0.307 0.10
C -1.638 0.894 -0.549 1.789 1.650 -0.290 -0.19
O -1.267 1.678 0.585 -1.068 -0.990 0.011 -0.08
C -1.444 0.980 1.795 0.317 -1.131 2.320 -0.20
C -2.775 0.799 2.348 1.004 -0.363 0.477 0.01
C -3.011 0.121 3.614 1.858 0.031 -0.358 -0.24
C -4.421 -0.073 4.239 0.589 0.884 0.196 -0.06
C -1.837 -0.362 4.333 0.164 1.012 -2.287 -0.02
C -0.495 -0.195 3.759 -1.770 0.455 -0.140 0.00
C -0.244 0.480 2.490 -1.711 -0.230 0.963 -0.08
C 1.206 0.659 1.951 0.451 0.183 0.057 -0.35
C 2.332 0.331 3.008 0.299 -0.206 -0.242 -0.10
C 1.515 2.106 1.383 0.263 -0.404 0.332 -0.10
H -6.399 4.205 -3.608 -0.077 -1.150 0.802 0.09
H -5.440 2.588 -3.865 0.324 1.068 0.432 0.08
H -5.906 3.974 -1.109 0.932 -0.005 -0.608 0.13
H -2.267 3.472 -2.496 -0.875 -0.109 1.402 -0.02
H -2.189 3.634 -0.648 -0.670 -0.488 -0.621 0.13
H -3.782 5.597 -0.704 0.456 -0.146 -0.937 0.12
H -2.899 5.304 -3.466 -0.277 0.327 0.051 -0.02
H -5.735 -2.637 1.248 -0.780 -0.094 -0.574 0.06
H -6.277 -3.623 -0.203 -0.045 0.848 0.636 0.09
H -7.512 -2.677 0.675 1.068 -0.012 -0.022 0.09
H -6.973 -0.688 -2.314 -0.475 -0.054 0.380 0.11
H -2.436 -1.419 0.870 -0.731 -0.357 -0.727 0.13
H -3.788 -2.494 0.366 -0.184 1.233 -0.487 0.13
H -2.203 -3.330 -0.824 0.429 0.475 0.019 0.11
H -2.232 -2.846 -3.086 -0.447 0.579 0.666 0.10
H -2.734 -1.159 -2.781 -0.173 -0.928 0.597 -0.02
H -3.867 -2.536 -2.392 0.729 0.314 0.007 0.09
H -1.046 -0.054 -0.526 -1.209 0.235 -0.136 0.15
H -1.261 1.472 -1.450 -0.722 -0.608 1.541 0.02
H -3.635 1.208 1.763 0.750 -0.296 0.689 0.12
H -5.033 0.865 4.115 0.494 -1.010 -0.083 0.09
H -4.968 -0.948 3.814 0.434 0.671 0.389 0.08
H -4.278 -0.184 5.350 -0.277 -0.186 -1.128 0.06
H -1.997 -0.853 5.315 0.365 0.344 -0.824 0.04
H 0.337 -0.594 4.384 -0.689 0.466 -0.808 0.09
H 1.354 -0.069 1.099 -0.237 0.648 0.778 0.12
H 2.479 1.162 3.754 -0.454 -0.889 -0.589 0.10
H 3.319 0.245 2.469 -1.068 0.146 0.454 0.02
H 2.186 -0.656 3.519 0.075 0.964 -0.324 0.07
H 1.256 2.123 0.298 0.154 0.443 0.909 0.06
H 2.616 2.287 1.499 -0.982 -0.169 -0.338 0.04
H 1.010 2.916 1.976 0.180 -0.803 -0.716 0.10
Br 4.663 3.880 -0.567 -0.007 -0.049 0.075 0.62
C 5.912 2.421 -0.901 -0.168 0.230 -0.082 -0.72
C 5.211 1.227 -1.495 0.047 -0.270 0.215 -0.73
Br 4.218 0.251 -0.129 -0.034 -0.009 -0.189 0.69
H 6.405 2.202 0.044 -0.074 -0.059 -0.085 0.06
H 6.640 2.827 -1.598 -0.073 -0.015 0.081 -0.02
H 5.928 0.512 -1.889 -0.056 0.042 0.104 -0.04
H 4.502 1.490 -2.278 0.064 0.070 0.087 0.05
Br 7.828 1.472 -3.480 0.377 -0.060 -0.279 0.75
C 9.064 0.001 -3.807 0.079 0.170 -0.202 -0.65
C 8.350 -1.190 -4.389 0.070 -0.290 0.097 -0.67
Br 7.350 -2.151 -3.020 -0.115 0.190 -0.051 0.65
H 9.558 -0.214 -2.862 -0.098 -0.044 -0.072 0.06
H 9.794 0.393 -4.513 -0.064 -0.053 0.006 0.06
H 9.065 -1.914 -4.779 0.008 0.076 0.050 0.06
H 7.643 -0.928 -5.172 0.075 0.058 0.084 0.05
Br -2.965 -1.555 7.949 -0.039 -0.101 0.047 0.63
C -1.418 -2.225 8.926 -0.089 0.237 0.071 -0.68
C -0.148 -2.031 8.138 0.185 -0.232 0.010 -0.69
Br 0.012 -3.351 6.713 -0.029 0.132 -0.059 0.60
H -1.622 -3.265 9.167 0.077 0.068 -0.087 0.05
H -1.389 -1.642 9.847 0.043 -0.013 -0.071 0.06
H 0.724 -2.189 8.771 -0.091 0.007 0.012 0.06
H -0.080 -1.051 7.670 -0.084 -0.056 0.081 0.05
Br -0.594 4.220 -3.901 0.675 0.167 -0.351 0.79
C 0.634 2.755 -4.256 0.054 0.188 -0.153 -0.64
C -0.080 1.594 -4.893 0.177 -0.196 -0.094 -0.63
Br -1.122 0.600 -3.582 0.159 -0.012 -0.957 0.83
H 1.108 2.506 -3.309 -0.046 -0.044 -0.086 0.06
H 1.382 3.163 -4.935 -0.059 -0.060 0.001 0.07
H 0.638 0.878 -5.293 -0.029 0.031 0.068 0.07
H -0.768 1.889 -5.682 0.065 0.052 0.095 0.06
Br 8.845 -5.050 0.244 -0.053 0.081 -0.092 0.60
C 7.243 -5.385 -0.811 0.061 -0.088 0.332 -0.71
C 7.446 -6.528 -1.771 -0.103 0.053 -0.299 -0.69
Br 8.506 -5.984 -3.312 0.041 -0.107 0.066 0.59
H 6.990 -4.450 -1.306 0.041 -0.130 -0.039 -0.01
H 6.470 -5.628 -0.084 0.028 -0.040 -0.076 0.06
H 6.492 -6.855 -2.184 0.028 0.053 0.063 0.06
H 7.953 -7.380 -1.323 -0.023 0.128 0.038 0.05
```
Forces are in eV/Å.

Summary:
Spin multiplicity: 1
Net charge: +1
DFT total energy, eV: -746082.188